C25H28BrN2NaO2Se2 as an isolated structure, computed with ωB97M-V/def2-TZVPD.

Geometry as ORCA input:
```
! RIJCOSX wB97M-V def2-TZVPD def2/J DEFGRID3
* xyz 0 1
Na 0.051 0.595 0.400
C -4.374 1.086 1.703
Se -3.116 0.400 0.387
C -3.360 1.859 -0.905
C -2.903 1.422 -2.282
Se -1.001 0.849 -2.185
C -1.245 -0.772 -3.223
H -4.075 2.075 2.044
H -4.380 0.404 2.551
H -5.375 1.130 1.281
H -2.798 2.729 -0.560
H -4.421 2.113 -0.881
H -3.008 2.242 -2.993
H -3.500 0.579 -2.631
H -1.663 -0.501 -4.190
H -1.911 -1.455 -2.699
H -0.265 -1.217 -3.353
C -0.944 0.656 3.678
O 0.129 0.453 2.762
C 1.160 -0.345 3.188
C 1.175 -1.068 4.365
C 2.268 -1.888 4.626
Br 2.296 -2.874 6.240
C 3.303 -2.020 3.730
C 3.287 -1.289 2.539
C 2.240 -0.415 2.305
O 2.148 0.399 1.213
C 4.387 -1.472 1.584
N 5.600 -1.749 1.961
C 6.319 -1.886 0.786
C 7.668 -2.188 0.595
C 8.118 -2.289 -0.703
C 7.255 -2.099 -1.797
C 5.921 -1.790 -1.629
C 5.480 -1.680 -0.314
N 4.240 -1.361 0.217
H -0.586 1.161 4.577
H -1.414 -0.293 3.944
H -1.666 1.277 3.156
H 0.365 -1.014 5.075
H 4.134 -2.680 3.926
H 2.952 0.333 0.675
H 8.324 -2.343 1.441
H 9.156 -2.528 -0.893
H 7.649 -2.198 -2.800
H 5.257 -1.643 -2.468
H 3.373 -1.358 -0.316
C 1.496 -0.363 -1.611
C 2.302 -0.844 -2.695
C 3.066 0.021 -3.513
C 3.758 -0.438 -4.618
C 3.757 -1.787 -4.963
C 3.026 -2.663 -4.168
C 2.311 -2.208 -3.074
H 1.840 0.577 -1.177
H 1.237 -1.142 -0.881
H 3.090 1.080 -3.279
H 4.322 0.269 -5.217
H 4.309 -2.143 -5.823
H 3.003 -3.720 -4.407
H 1.741 -2.918 -2.482
*
```

Properties
Total energy ... -8768.59019 Ha
ΔE to the lowest compared entry with this formula, charge and spin ... 83.93 kJ/mol
Max |F| ... 0.6 eV/A
LUMO level ... -0.0091 Ha
Frontier orbital gap ... 5.463 eV

natural (NBO) atomic charge list, values in e, 5 entries: 0.884 -0.798 0.230 -0.551 -0.622


C26H26ClINO2PTa as an isolated structure at a distorted geometry, computed with ωB97M-V/def2-TZVPD.

Geometry as ORCA input:
```
! RIJCOSX wB97M-V def2-TZVPD def2/J DEFGRID3
* xyz 3 1
Ta -19.558 4.703 1.835
Cl -13.625 5.832 -1.139
C -15.175 5.322 -0.726
C -16.045 4.862 -1.747
C -17.418 4.571 -1.643
I -18.557 4.102 -3.348
C -17.708 4.574 -0.285
O -18.944 4.160 0.117
C -16.783 4.848 0.884
N -17.222 4.694 2.203
C -16.283 4.879 3.185
C -15.151 5.705 3.002
C -14.739 5.916 1.759
C -15.475 5.244 0.659
H -15.601 4.807 -2.774
H -16.526 4.492 4.204
H -14.740 6.103 3.893
H -13.917 6.596 1.460
C -22.737 9.705 0.515
C -22.329 9.854 -0.868
C -20.937 10.123 -1.081
C -23.302 9.870 -1.930
O -20.358 6.204 2.134
H -23.727 10.121 0.739
H -21.997 10.128 1.172
H -22.749 8.639 0.706
H -20.613 10.024 -2.127
H -20.293 9.561 -0.413
H -20.755 11.131 -0.728
H -24.030 10.747 -1.775
H -24.003 8.992 -1.649
H -22.931 9.958 -2.929
C -20.637 3.074 4.580
P -21.175 2.969 2.775
C -22.723 3.786 2.714
C -23.402 3.860 1.492
C -24.490 4.674 1.420
C -24.912 5.348 2.537
C -24.256 5.287 3.758
C -23.188 4.443 3.851
C -21.100 1.430 1.910
C -20.191 1.181 0.898
C -20.153 -0.034 0.312
C -21.070 -0.975 0.631
C -22.159 -0.638 1.441
C -22.171 0.564 2.174
H -21.480 2.899 5.227
H -20.156 4.007 4.774
H -19.940 2.239 4.798
H -22.933 3.357 0.657
H -24.990 4.922 0.483
H -25.682 6.026 2.433
H -24.691 5.785 4.602
H -22.641 4.355 4.788
H -19.404 1.861 0.627
H -19.347 -0.266 -0.387
H -21.076 -2.007 0.235
H -22.931 -1.402 1.619
H -22.886 0.761 2.941
*
```

Properties
Total energy ... -2366.82246 Ha
ΔE to the lowest compared entry with this formula, charge and spin ... 125.68 kJ/mol
Max |F| ... 3.7 eV/A
LUMO level ... -0.3676 Ha
Frontier orbital gap ... 5.942 eV

Mulliken atomic charge list, values in e, 5 entries: 1.462 -0.157 0.262 -0.236 -1.051


A 2-piece molecular cluster, C4H8BrN overall at a distorted geometry, computed with ωB97M-V/def2-TZVPD.

Geometry as ORCA input:
```
! RIJCOSX wB97M-V def2-TZVPD def2/J DEFGRID3
* xyz 0 3
C -0.720 -0.648 0.043
C -0.922 -2.017 -0.129
C -1.859 1.479 -0.056
C 2.298 0.823 0.029
N -1.375 0.336 -0.068
Br 3.843 -0.366 -0.045
H -0.723 -2.521 -1.099
H -1.975 -2.151 0.167
H -0.162 -2.640 0.375
H 2.727 1.815 -0.168
H -2.404 1.738 0.757
H -1.978 1.973 -0.979
H 1.546 0.517 -0.573
H 1.922 0.653 1.087
*
```

Properties
Total energy ... -2785.74223 Ha
ΔE to the lowest compared entry with this formula, charge and spin ... 264.77 kJ/mol
Max |F| ... 5.8 eV/A
⟨S²⟩ ... 2.008
LUMO level (spin up / spin down) ... 0.0382 / -0.0363 Ha
Frontier orbital gap (spin up / spin down) ... 5.880 / 8.983 eV

natural (NBO) atomic charge list, values in e, 5 entries: 0.367 -0.772 -0.204 -0.620 -0.483


C6H15CrN3O3S2 as an isolated structure, computed with ωB97M-V/def2-TZVPD.

Geometry as ORCA input:
```
! RIJCOSX wB97M-V def2-TZVPD def2/J DEFGRID3
* xyz 0 5
Cr -0.284 1.375 -0.301
C 0.843 -0.991 -1.825
C -0.566 -0.677 -2.326
N -1.437 -0.160 -1.261
C -1.928 -1.114 -0.242
C -0.905 -1.445 0.853
N -0.245 -0.236 1.325
C 1.181 -0.307 1.607
C 2.014 -0.503 0.322
N 1.372 0.045 -0.907
H 1.497 -1.114 -2.691
H 0.837 -1.949 -1.307
H -0.981 -1.578 -2.796
H -0.516 0.103 -3.088
H -2.248 0.281 -1.681
H -2.275 -2.045 -0.706
H -2.786 -0.630 0.226
H -0.148 -2.132 0.474
H -1.425 -1.984 1.652
H -0.728 0.253 2.073
H 1.439 -1.108 2.312
H 1.433 0.647 2.069
H 2.235 -1.562 0.164
H 2.970 -0.001 0.467
H 2.070 0.591 -1.395
O 0.028 4.709 1.837
S -0.175 3.325 1.531
O 0.851 2.793 0.539
O -0.231 2.413 2.666
S -1.890 3.000 0.408
*
```

Properties
Total energy ... -2468.51300 Ha
Max |F| ... 0.6 eV/A
⟨S²⟩ ... 6.020
LUMO level (spin up / spin down) ... -0.0028 / -0.0061 Ha
Frontier orbital gap (spin up / spin down) ... 7.203 / 7.731 eV

natural (NBO) atomic charge list, values in e, 5 entries: 1.018 -0.230 -0.234 -0.645 -0.229


The lowest total energy belongs to which entry?
C25H28BrN2NaO2Se2


What did the first record say?
C25H28BrN2NaO2Se2 as an isolated structure, computed with ωB97M-V/def2-TZVPD.

Geometry as ORCA input:
```
! RIJCOSX wB97M-V def2-TZVPD def2/J DEFGRID3
* xyz 0 1
Na 0.051 0.595 0.400
C -4.374 1.086 1.703
Se -3.116 0.400 0.387
C -3.360 1.859 -0.905
C -2.903 1.422 -2.282
Se -1.001 0.849 -2.185
C -1.245 -0.772 -3.223
H -4.075 2.075 2.044
H -4.380 0.404 2.551
H -5.375 1.130 1.281
H -2.798 2.729 -0.560
H -4.421 2.113 -0.881
H -3.008 2.242 -2.993
H -3.500 0.579 -2.631
H -1.663 -0.501 -4.190
H -1.911 -1.455 -2.699
H -0.265 -1.217 -3.353
C -0.944 0.656 3.678
O 0.129 0.453 2.762
C 1.160 -0.345 3.188
C 1.175 -1.068 4.365
C 2.268 -1.888 4.626
Br 2.296 -2.874 6.240
C 3.303 -2.020 3.730
C 3.287 -1.289 2.539
C 2.240 -0.415 2.305
O 2.148 0.399 1.213
C 4.387 -1.472 1.584
N 5.600 -1.749 1.961
C 6.319 -1.886 0.786
C 7.668 -2.188 0.595
C 8.118 -2.289 -0.703
C 7.255 -2.099 -1.797
C 5.921 -1.790 -1.629
C 5.480 -1.680 -0.314
N 4.240 -1.361 0.217
H -0.586 1.161 4.577
H -1.414 -0.293 3.944
H -1.666 1.277 3.156
H 0.365 -1.014 5.075
H 4.134 -2.680 3.926
H 2.952 0.333 0.675
H 8.324 -2.343 1.441
H 9.156 -2.528 -0.893
H 7.649 -2.198 -2.800
H 5.257 -1.643 -2.468
H 3.373 -1.358 -0.316
C 1.496 -0.363 -1.611
C 2.302 -0.844 -2.695
C 3.066 0.021 -3.513
C 3.758 -0.438 -4.618
C 3.757 -1.787 -4.963
C 3.026 -2.663 -4.168
C 2.311 -2.208 -3.074
H 1.840 0.577 -1.177
H 1.237 -1.142 -0.881
H 3.090 1.080 -3.279
H 4.322 0.269 -5.217
H 4.309 -2.143 -5.823
H 3.003 -3.720 -4.407
H 1.741 -2.918 -2.482
*
```

Properties
Total energy ... -8768.59019 Ha
ΔE to the lowest compared entry with this formula, charge and spin ... 83.93 kJ/mol
Max |F| ... 0.6 eV/A
LUMO level ... -0.0091 Ha
Frontier orbital gap ... 5.463 eV

natural (NBO) atomic charge list, values in e, 5 entries: 0.884 -0.798 0.230 -0.551 -0.622


max |F| of number 4 (C6H15CrN3O3S2)?
0.6 eV/A


Which formula does entry 1 have?
C25H28BrN2NaO2Se2